(1)
An isolated molecule of C6H4N2OS, computed with the ωB97M-V functional and the def2-TZVPD basis.

CARTESIAN COORDINATES (ANGSTROEM)
S1 -0.21925 2.41270 0.66343
O1 1.84621 -0.79961 -0.81087
N1 -0.34549 -2.28586 1.21477
N2 -0.00107 -1.73068 -1.70281
C1 -0.11414 1.86885 -1.01556
C2 -0.26247 -1.18045 1.49936
C3 -0.23970 0.01095 2.14224
C4 0.67898 -0.63442 -1.24479
C5 -0.22668 1.28998 2.17250
C6 0.20799 0.71072 -1.49936
H1 -0.98077 -1.77365 -1.35392
H2 -0.47170 2.65221 -1.69345
H3 -0.31819 2.04003 2.94677
H4 0.44629 -2.58076 -1.31829

Atomic forces in eV per Å
-0.0545 1.1031 1.1422
-1.9723 0.8725 -0.4287
-0.1723 -2.0493 -0.8712
-1.7144 -0.9574 1.1832
-0.3401 -0.9128 0.0310
0.0254 1.4323 1.3473
0.1015 -0.0618 0.1599
3.4735 -0.4500 -0.0320
-0.1194 1.0225 -2.3730
-0.2462 -0.6724 0.3130
0.7308 0.3027 -0.8187
0.2196 0.0563 0.4202
0.1205 -0.4120 0.3838
-0.0520 0.7262 -0.4569

Values from the calculation:
total charge = 0
HOMO (alpha / beta) = -9.14 / -9.13 eV
HOMO-LUMO gap (alpha / beta) = 7.55 / 6.94 eV


(2)
A structure of composition C6H4N5NdO5, computed with the ωB97M-V functional and the def2-TZVPD basis.

CARTESIAN COORDINATES (ANGSTROEM)
Nd1 0.29024 -0.35772 -1.13994
O1 2.04494 -1.57577 -4.30054
O2 3.00981 -2.21944 0.81120
O3 2.78224 2.32131 -1.68364
O4 -1.46189 -3.99409 -1.51712
O5 -0.79942 1.66402 -3.92398
N1 -0.66245 0.89107 2.93376
N2 -1.98742 0.82524 2.62207
N3 0.16121 0.64599 1.92324
N4 -0.66691 0.25635 0.90398
N5 -0.30321 1.69952 4.01011
C1 -0.90549 -2.98758 -1.45970
C2 2.21661 -1.68926 0.17403
C3 2.04277 1.45193 -1.52818
C4 -0.74231 0.84668 -3.07809
C5 -1.92836 0.34838 1.39510
C6 1.54625 -1.25249 -3.31732
H1 -1.00749 1.66612 4.73692
H2 -1.47398 -0.11673 -2.63950
H3 -2.80040 0.10410 0.80090
H4 0.64526 1.47237 4.27668

Atomic forces in eV per Å
-1.8261 -0.3755 -1.2919
-1.8378 1.1950 3.6276
-2.8627 1.8699 -2.2899
-2.8197 -3.3443 0.5526
2.1500 3.8885 0.1644
-1.2279 -2.4974 1.6382
-0.5878 1.8475 -1.4629
1.6899 -1.0587 -0.0806
-1.6316 -0.3395 0.6817
-0.2972 0.4786 2.6878
0.3354 -0.8810 -1.1422
-2.0733 -3.7580 -0.0886
3.3795 -2.1062 2.5379
3.2397 3.9090 -0.7729
2.8614 2.2762 -0.4136
-0.1907 0.3675 -0.3413
2.2061 -1.3815 -4.3136
-0.0149 -0.2591 0.0715
-0.5323 0.0216 -0.3552
0.0017 0.1004 0.2037
0.0384 0.0471 0.3872

Values from the calculation:
total charge = +2
HOMO (alpha / beta) = -15.54 / -15.58 eV
HOMO-LUMO gap (alpha / beta) = 6.69 / 6.84 eV
multiplicity = 4


(3)
A structure of composition C6H4N5O5Yb, computed with the ωB97M-V functional and the def2-TZVPD basis.

CARTESIAN COORDINATES (ANGSTROEM)
Yb1 0.00000 -0.00508 0.03143
O1 -0.08532 -0.97576 -2.81543
O2 3.00352 0.03187 -0.38204
O3 -3.00653 -0.00876 -0.37958
O4 -0.02031 3.02424 -0.07824
O5 0.02018 -3.03906 -0.14276
N1 -0.02773 -0.05294 2.26370
N2 1.21776 0.65506 5.43882
N3 0.50590 0.23920 4.29358
N4 0.90880 0.50702 3.05696
N5 -0.63610 -0.46128 4.36510
C1 -0.00168 -0.01968 -2.14833
C2 0.01286 -1.91598 -0.08609
C3 -0.01271 1.91497 -0.03109
C4 -1.89973 -0.02011 -0.24650
C5 -0.93758 -0.62343 3.05670
C6 1.90376 0.00475 -0.24647
H1 0.86473 0.42266 6.35819
H2 0.08810 1.00935 -2.60901
H3 -1.81935 -1.15794 2.70156
H4 2.07454 1.18111 5.32650

Atomic forces in eV per Å
0.3468 0.2743 8.9803
-0.3680 -0.5666 -0.2564
1.6771 0.0269 0.0394
-0.8502 0.0061 0.0616
-0.0208 1.1971 0.0310
-0.0134 0.5315 0.1401
0.2457 0.1890 1.4184
-1.1835 -0.6845 -2.0880
0.7667 0.4484 0.4116
-0.1847 -0.1256 1.3697
0.5227 0.3411 -1.1878
0.0698 0.3031 -3.3017
0.1315 -12.0000 -1.3291
0.0105 10.3637 -0.6762
-9.8230 -0.3193 -2.3741
-0.0508 -0.0588 1.8601
8.7161 0.1664 -2.4342
-0.4026 -0.2400 -0.4514
0.3896 0.1446 -0.0685
0.2885 0.1612 0.3415
-0.2682 -0.1588 -0.4862

Values from the calculation:
total charge = +2
HOMO (alpha / beta) = -16.42 / -16.40 eV
HOMO-LUMO gap (alpha / beta) = 4.93 / 4.93 eV
multiplicity = 2


Listing energy above the lowest of the compared OMol25 structures with the same formula, charge and spin for the structures above in their given order: 150.48; 0.00; 240.79 kcal/mol.
Listing max |F| for the structures above in their given order: 0.0681; 0.0999; 0.2348 Eh/bohr.